(1)
Computed, not measured: one molecule with the formula C27H29N3O3, with ωB97M-V/def2-TZVPD.

XYZ file:
```
62
Properties=species:S:1:pos:R:3:forces:R:3
C -7.5340 -0.8227 -3.0754 -0.06 -0.10 -0.21
C -6.9507 -0.3144 -1.8534 0.13 0.20 0.43
C -6.4960 0.1077 -0.8275 -0.15 -0.14 -0.41
C -5.8919 0.6138 0.3916 -0.05 0.03 0.45
N -4.4813 0.2684 0.4742 -0.30 0.18 -0.16
C -3.6276 0.7396 -0.5999 0.25 0.25 0.03
C -2.3937 1.4342 -0.1183 0.55 -0.32 -0.74
C -1.0935 1.3328 -0.5193 -0.70 0.02 0.03
C -0.3594 2.2390 0.2824 -0.26 0.40 0.33
C -1.2684 2.8256 1.1047 0.91 0.10 -0.13
O -2.5025 2.3535 0.8619 -0.65 -0.01 0.06
C -4.0457 -0.4395 1.5482 0.10 -0.09 0.11
O -4.7906 -0.7717 2.4518 -0.02 -0.06 0.24
C -2.5853 -0.7525 1.5634 0.09 -0.35 0.17
C -1.7846 -0.1753 2.5445 -0.04 -0.08 -0.11
C -0.4277 -0.4044 2.5573 0.14 -0.15 -0.10
C 0.1612 -1.2405 1.6059 -0.27 0.16 0.10
O 1.5097 -1.3618 1.6933 -0.07 -0.02 0.20
C 2.2587 -1.8962 0.6101 0.34 0.07 -0.31
C 3.7076 -1.9610 1.0907 -0.27 -0.11 -0.11
C 4.6328 -2.3817 -0.0557 -0.06 -0.03 0.24
N 4.5333 -1.5522 -1.2361 0.10 0.05 -0.03
C 5.3085 -0.3240 -1.2621 0.00 -0.09 -0.20
C 4.7145 0.8827 -0.5696 0.02 0.23 -0.32
C 4.0292 1.8603 -1.2890 0.08 -0.02 0.12
C 3.4642 2.9240 -0.6066 0.02 -0.02 0.06
C 3.6058 2.9846 0.7714 -0.03 -0.02 -0.11
C 4.3248 1.9768 1.3949 -0.15 0.24 0.15
N 4.8652 0.9608 0.7471 0.34 -0.25 0.06
C 3.1681 -1.4559 -1.6973 -0.16 0.02 0.01
C 2.1649 -0.9999 -0.6280 -0.01 -0.21 0.09
C -0.6544 -1.8904 0.6835 0.28 -0.15 -0.03
C -2.0150 -1.6416 0.6647 -0.16 0.11 0.21
H -7.0318 -0.3896 -3.9404 -0.07 -0.06 -0.08
H -7.4345 -1.9071 -3.1129 -0.06 -0.01 -0.11
H -8.5918 -0.5645 -3.1154 -0.02 -0.05 -0.10
H -6.3751 0.1635 1.2648 0.09 0.21 -0.12
H -6.0109 1.7047 0.4405 0.01 -0.14 0.07
H -3.3242 -0.0830 -1.2576 0.00 0.20 -0.01
H -4.2295 1.4340 -1.1969 0.06 -0.14 0.03
H -0.7096 0.6919 -1.2856 0.03 -0.23 -0.15
H 0.6960 2.4165 0.2517 0.24 0.07 0.08
H -1.1707 3.5652 1.8739 -0.09 0.09 0.14
H -2.2347 0.4750 3.2794 -0.03 0.07 0.07
H 0.2105 0.0598 3.2924 0.08 0.08 0.08
H 1.9076 -2.9114 0.3668 0.00 0.09 0.05
H 4.0002 -0.9754 1.4531 -0.05 -0.14 0.04
H 3.7870 -2.6690 1.9159 -0.01 -0.05 0.06
H 5.6680 -2.3790 0.2876 0.00 -0.08 -0.01
H 4.3784 -3.4031 -0.3659 0.08 -0.04 0.08
H 6.2756 -0.5440 -0.8057 -0.01 0.08 -0.06
H 5.4700 -0.0734 -2.3173 0.06 0.06 0.08
H 3.9388 1.7835 -2.3624 0.01 -0.03 -0.10
H 2.9216 3.6922 -1.1399 -0.03 0.05 -0.03
H 3.1763 3.7922 1.3437 -0.02 0.06 0.07
H 4.4779 1.9781 2.4665 -0.04 0.09 0.10
H 3.1327 -0.7771 -2.5522 -0.04 -0.06 -0.06
H 2.8754 -2.4542 -2.0458 -0.06 0.06 -0.09
H 1.1562 -1.0237 -1.0432 -0.02 0.04 -0.02
H 2.3724 0.0247 -0.3181 -0.06 0.02 0.04
H -0.2412 -2.5937 -0.0230 0.08 -0.04 -0.06
H -2.6368 -2.1510 -0.0577 -0.06 -0.03 -0.11
```
Forces are in eV/Å.

Values from the calculation:
Structure (SMILES): CC#CCN(Cc1ccco1)C(=O)c1ccc(OC2CCN(Cc3ccccn3)CC2)cc1
Strongest force on any atom in eV Å⁻¹: 1.0
ΔE to the lowest compared entry with this formula, charge and spin in kcal/mol: 76.8
E in eV: -39080.2900

Results of the natural (NBO) charge analysis, in e, for atoms 1 through 2:
1 C -0.6835
2 C 0.0196

(2)
Computed, not measured: one molecule with the formula C4H6N2O, with ωB97M-V/def2-TZVPD.

XYZ file:
```
13
Properties=species:S:1:pos:R:3:forces:R:3
H -3.0685 1.1983 -0.7037 0.08 -0.02 -0.01
N -2.1386 0.7891 -0.7084 -0.06 -0.19 0.30
C -2.0160 -0.0229 0.2505 -0.10 0.11 -0.09
O -0.8982 -0.7255 0.5081 -0.04 0.02 0.00
C 0.2330 -0.5113 -0.3358 0.14 0.01 -0.13
C 1.3607 0.0267 0.5467 -0.02 0.02 0.06
C 2.6096 0.1811 -0.2035 0.76 0.09 -0.46
N 3.5894 0.2963 -0.8051 -0.88 -0.11 0.52
H -2.7670 -0.2808 1.0023 0.03 0.07 -0.14
H -0.0171 0.1849 -1.1375 0.06 -0.08 0.11
H 0.5042 -1.4781 -0.7663 0.00 0.10 0.05
H 1.0773 0.9968 0.9670 0.02 -0.09 -0.09
H 1.5311 -0.6546 1.3859 0.01 0.06 -0.12
```
Forces are in eV/Å.

Values from the calculation:
Structure (SMILES): [H]/N=C/OCCC#N
Strongest force on any atom in eV Å⁻¹: 1.0
ΔE to the lowest compared entry with this formula, charge and spin in kcal/mol: 31.3
E in eV: -9272.1443

Results of the natural (NBO) charge analysis, in e, for atoms 1 through 2:
1 H 0.3593
2 N -0.7243

(3)
Computed, not measured: an isolated ion of composition C17H34N7O and charge +1, with ωB97M-V/def2-TZVPD.

XYZ file:
```
59
Properties=species:S:1:pos:R:3:forces:R:3
C -5.8647 -1.0844 -1.2704 0.25 -0.13 0.14
C -4.4462 -0.8253 -0.7644 -0.12 0.24 -0.16
C -3.5269 -0.5492 -1.9530 -0.01 -0.17 0.20
C -4.4462 0.3372 0.2415 0.14 -0.42 0.20
C -3.4133 0.1935 1.3801 -0.29 0.20 -0.22
N -3.5345 1.2109 2.4147 -0.01 0.10 0.19
C -2.0166 0.2560 0.8577 0.49 -0.77 0.16
C -1.0770 -0.7593 0.7331 -0.32 0.57 0.04
N 0.0238 -0.1716 0.2387 -0.85 0.21 0.20
C 1.3119 -0.7470 -0.0908 0.58 -0.44 -0.44
C 1.1619 -2.0798 -0.8307 0.15 0.27 -0.14
C 2.5079 -2.7798 -1.0261 -0.22 -0.13 0.23
C 3.1145 -3.4156 0.2296 0.24 0.30 -0.11
C 3.8838 -2.4795 1.1665 0.08 -0.27 0.00
N 2.9989 -1.7652 2.0945 0.15 -0.10 0.47
C 2.0113 0.2703 -1.0036 -0.05 -0.13 0.32
O 1.9542 0.1904 -2.2074 -0.10 -0.11 -0.34
N 2.6897 1.2910 -0.4015 0.38 0.11 -0.08
C 2.6677 1.6760 0.9913 0.00 -0.14 0.26
C 2.0507 3.0891 1.1098 0.27 -0.07 0.46
N 1.1930 3.2914 -0.0710 -0.65 -0.07 0.00
C 1.9973 3.4232 -1.3068 0.35 -0.05 -0.51
C 3.1272 2.3792 -1.2520 0.03 -0.01 -0.29
N -0.2286 1.1277 0.0741 0.09 -0.29 -0.12
N -1.4371 1.3902 0.4454 -0.42 0.22 0.09
H -6.5239 -1.3601 -0.4508 -0.12 -0.01 0.06
H -6.2637 -0.1940 -1.7510 -0.08 0.11 -0.07
H -5.8670 -1.8941 -1.9957 -0.07 -0.08 -0.11
H -4.0958 -1.7295 -0.2523 0.00 -0.02 0.02
H -2.5081 -0.3431 -1.6351 0.14 0.05 -0.06
H -3.5054 -1.4077 -2.6199 0.03 -0.07 -0.13
H -3.8888 0.3085 -2.5156 -0.03 0.12 -0.08
H -4.2688 1.2809 -0.2797 -0.04 0.09 0.02
H -5.4288 0.3970 0.7155 0.00 0.07 0.03
H -3.5512 -0.7816 1.8625 0.03 0.08 -0.12
H -3.4418 2.1323 1.9999 -0.05 -0.02 0.07
H -4.4472 1.1568 2.8526 0.04 0.06 -0.04
H -1.1404 -1.7995 0.9638 0.05 -0.29 0.02
H 1.8871 -0.9397 0.8342 -0.31 0.29 -0.28
H 0.4974 -2.7393 -0.2728 -0.06 -0.02 0.06
H 0.7203 -1.8891 -1.8107 -0.10 0.01 0.10
H 2.3457 -3.5778 -1.7521 0.04 0.07 -0.07
H 3.2210 -2.0839 -1.4691 0.07 -0.02 -0.12
H 3.8197 -4.1777 -0.1048 -0.03 -0.07 0.06
H 2.3333 -3.9270 0.7966 -0.01 -0.15 0.06
H 4.4215 -1.7279 0.5813 0.07 -0.07 -0.03
H 4.6292 -3.0749 1.7107 -0.04 0.13 -0.10
H 3.5612 -1.2249 2.7455 -0.10 -0.09 0.04
H 2.4823 -2.4439 2.6481 0.08 0.09 0.05
H 2.0970 0.9612 1.5788 0.03 -0.01 -0.03
H 3.6923 1.6863 1.3785 -0.13 0.04 0.05
H 1.4493 3.1668 2.0154 0.00 0.05 -0.09
H 2.8240 3.8599 1.1386 -0.12 -0.01 -0.04
H 0.5750 4.0943 0.0435 0.09 -0.07 0.02
H 0.5410 2.3518 -0.1180 0.61 0.61 -0.09
H 1.3451 3.2339 -2.1601 -0.02 0.02 0.10
H 2.4083 4.4311 -1.3891 -0.13 -0.01 0.07
H 3.3318 1.9858 -2.2480 0.01 0.16 0.14
H 4.0458 2.7998 -0.8401 -0.03 0.01 0.00
```
Forces are in eV/Å.

Values from the calculation:
Structure (SMILES): CC(C)C[C@H](N)c1cn([C@@H](CCCCN)C(=O)N2CC[NH2+]CC2)nn1
Strongest force on any atom in eV Å⁻¹: 0.9
ΔE to the lowest compared entry with this formula, charge and spin in kcal/mol: 13.8
Total charge: +1
E in eV: -30653.1492

Results of the natural (NBO) charge analysis, in e, for atoms 1 through 2:
1 C -0.5975
2 C -0.2201

(4)
Computed, not measured: C20H42Cl2O8PdSSi as an isolated structure, with ωB97M-V/def2-TZVPD.

XYZ file:
```
75
Properties=species:S:1:pos:R:3:forces:R:3
Pd -0.5785 2.6051 -0.5996 0.23 -0.65 0.07
C 2.8389 2.8691 -1.1023 -0.07 0.02 0.05
O 1.8549 3.8451 -1.3550 0.13 0.11 -0.14
C 2.0033 4.9988 -0.5813 0.05 -0.11 0.03
C 0.8049 5.8965 -0.8054 -0.13 0.04 0.00
O -0.4288 5.3227 -0.4637 0.10 -0.06 0.05
C -0.9969 5.7042 0.7727 -0.12 0.01 -0.12
C -0.3980 5.0260 1.9864 0.01 -0.01 0.06
O -0.7477 3.6740 1.9704 0.02 -0.01 0.05
C 0.0661 2.8432 2.7580 0.01 0.05 -0.04
H 3.7956 3.1492 -1.5681 0.04 0.02 0.01
H 2.4766 1.9234 -1.4988 -0.01 0.02 -0.03
H 2.9883 2.7358 -0.0249 -0.01 -0.04 0.01
H 2.9078 5.5607 -0.8793 0.04 0.01 0.03
H 2.1116 4.7319 0.4788 -0.03 -0.03 -0.01
H 0.7583 6.1211 -1.8755 -0.03 0.02 0.00
H 0.9602 6.8389 -0.2583 0.03 0.02 -0.02
H -2.0541 5.4366 0.6956 -0.01 0.01 0.00
H -0.9049 6.7937 0.9034 -0.03 0.03 -0.01
H -0.7936 5.5234 2.8889 0.01 0.01 0.03
H 0.6958 5.1455 2.0027 0.00 -0.01 0.01
H -0.1201 3.0019 3.8310 0.01 0.01 0.03
H 1.1284 3.0272 2.5500 0.02 -0.02 0.00
H -0.1513 1.8133 2.4793 -0.02 0.02 0.00
Cl -3.1818 1.6929 0.7187 -0.13 0.03 -0.11
C -3.6473 2.1809 -0.9334 -0.08 -0.05 0.30
Cl -5.3431 1.5928 -1.2634 0.16 0.03 -0.02
C -3.5889 3.7276 -1.1543 -0.44 0.12 -0.14
O -3.0760 4.0251 -2.2443 0.11 0.05 -0.11
O -4.1236 4.4347 -0.2833 0.18 0.08 0.16
H -3.0012 1.6583 -1.6244 0.07 -0.09 -0.03
C -1.6059 -2.6763 -2.9761 -0.06 0.04 0.03
C -0.1544 -3.0352 -2.6696 -0.02 -0.01 0.09
C -0.0727 -4.4085 -2.0035 0.00 -0.04 0.03
C 0.6593 -3.0374 -3.9593 0.04 -0.03 -0.07
O 0.4245 -2.0350 -1.8574 0.02 0.09 0.06
Si 0.2745 -1.6974 -0.2309 -0.17 -0.04 -0.13
S 0.7899 0.2090 0.1965 -0.04 0.43 -0.07
O -1.2692 -2.2202 0.1067 0.06 0.00 -0.09
C -1.9500 -2.3867 1.3402 0.05 0.06 -0.02
C -1.4724 -1.3909 2.3924 0.02 0.04 0.04
C -1.7195 -3.8175 1.8225 0.04 -0.06 0.03
C -3.4250 -2.1557 1.0401 -0.06 0.03 0.01
O 1.1662 -2.8881 0.5669 -0.42 -0.04 -0.04
C 2.5493 -2.9526 0.7912 0.25 0.05 0.01
C 2.8938 -2.1272 2.0259 0.09 0.11 0.06
C 3.3285 -2.4440 -0.4188 0.09 0.05 -0.06
C 2.8745 -4.4247 1.0353 0.03 -0.04 0.01
H -2.0522 -3.4176 -3.6457 -0.01 0.01 -0.02
H -1.6483 -1.6947 -3.4512 0.00 -0.01 -0.01
H -2.1825 -2.6277 -2.0525 0.03 -0.02 -0.03
H -0.4853 -5.1757 -2.6659 0.01 0.00 0.00
H -0.6288 -4.4090 -1.0655 0.00 0.00 -0.03
H 0.9674 -4.6547 -1.7782 0.00 -0.01 -0.01
H 0.2547 -3.7582 -4.6761 0.01 0.01 0.00
H 1.6989 -3.2959 -3.7439 -0.01 0.00 0.00
H 0.6396 -2.0415 -4.4039 -0.01 -0.01 0.00
H -0.4285 -1.5756 2.6592 -0.03 -0.01 0.00
H -2.0933 -1.4819 3.2887 0.02 0.00 0.02
H -1.5383 -0.3729 2.0059 -0.03 -0.05 0.00
H -0.6479 -4.0092 1.9022 -0.03 0.02 0.02
H -2.1442 -4.5279 1.1079 -0.01 0.01 0.00
H -2.1911 -3.9733 2.7972 -0.01 -0.03 -0.01
H -3.5821 -1.1275 0.7120 0.00 -0.03 0.00
H -4.0357 -2.3397 1.9290 0.00 0.00 -0.01
H -3.7481 -2.8302 0.2435 -0.01 -0.01 0.01
H 2.5690 -1.0946 1.8726 0.03 -0.08 -0.01
H 3.9713 -2.1485 2.2159 0.01 0.00 0.04
H 2.3715 -2.5299 2.8968 -0.01 -0.02 0.03
H 3.1232 -1.3823 -0.5778 0.01 -0.06 0.01
H 3.0201 -2.9840 -1.3162 0.02 -0.02 0.00
H 4.4021 -2.5871 -0.2636 0.01 0.02 -0.02
H 2.2789 -4.7992 1.8705 0.00 0.00 0.01
H 3.9354 -4.5589 1.2675 -0.02 0.00 0.00
H 2.6284 -5.0138 0.1494 0.00 0.00 -0.01
```
Forces are in eV/Å.

Values from the calculation:
Strongest force on any atom in eV Å⁻¹: 0.7
ΔE to the lowest compared entry with this formula, charge and spin in kcal/mol: 14.3
Total charge: -2
E in eV: -85043.4826

Results of the Löwdin charge analysis, in e, for atoms 1 through 2:
1 Pd 0.0604
2 C -0.1426

(5)
Computed, not measured: a 2-piece molecular cluster, C3H10N3 overall, with ωB97M-V/def2-TZVPD.

XYZ file:
```
16
Properties=species:S:1:pos:R:3:forces:R:3
C -1.7094 -0.0451 -0.4278 0.75 -0.48 -1.60
C 1.5050 1.2358 0.2545 2.11 3.60 0.50
C 1.1918 -1.2610 0.1873 -1.05 0.35 -0.33
N -0.5995 0.1920 0.1893 -1.88 0.88 1.21
N -2.8678 -0.2157 0.2354 2.02 0.38 0.89
N 0.6777 0.1657 -0.3263 0.37 -1.46 -3.20
H -1.7438 -0.2228 -1.5110 0.08 0.30 0.00
H 1.8896 1.1375 1.3355 -1.21 -0.65 -1.62
H 2.4447 1.4638 -0.3443 -1.09 -1.15 0.40
H 1.0361 2.2772 0.1940 -0.16 -1.79 0.12
H 0.9851 -1.9734 -0.6141 0.09 0.13 0.19
H 2.2316 -1.2284 0.4511 0.50 0.24 -0.20
H 0.5772 -1.5122 1.0996 0.68 0.57 -1.16
H -3.7847 -0.1778 -0.2402 0.99 -0.05 1.05
H -2.5653 -0.1697 1.2424 -2.11 0.00 -0.99
H 0.7317 0.3342 -1.7254 -0.06 -0.87 4.75
```
Forces are in eV/Å.

Values from the calculation:
Strongest force on any atom in eV Å⁻¹: 4.8
ΔE to the lowest compared entry with this formula, charge and spin in kcal/mol: 110.0
Total charge: +1
E in eV: -7733.4959

Results of the natural (NBO) charge analysis, in e, for atoms 1 through 2:
1 C 0.3113
2 C -0.4691

(6)
Computed, not measured: an isolated ion of composition C5H10N and charge +1, with ωB97M-V/def2-TZVPD.

XYZ file:
```
16
Properties=species:S:1:pos:R:3:forces:R:3
C 2.7781 -0.2827 -0.3416 0.27 1.82 0.89
C 1.4755 -0.3250 -1.0267 -6.32 0.00 1.68
C 0.2140 -0.0468 -0.4483 2.88 0.12 -1.18
N -0.9429 0.2349 0.0490 2.47 -0.96 -0.84
C -1.6188 1.5626 -0.0094 0.89 0.00 0.45
C -1.6874 -0.8617 0.6825 -0.34 -0.56 0.47
H 3.2956 0.5729 -0.8234 -0.06 -0.15 0.53
H 3.3894 -1.1086 -0.6412 0.17 -0.79 0.27
H 2.7132 -0.0970 0.7887 0.16 -0.47 -1.82
H 1.2959 -0.7688 -2.0335 0.54 0.57 0.61
H -0.9096 2.2631 -0.4091 0.46 0.37 0.08
H -2.3587 1.4744 -0.7793 -1.02 0.00 0.15
H -1.9356 1.8867 1.0182 0.02 -0.56 -1.19
H -1.0303 -1.5861 1.1479 0.40 0.27 0.21
H -2.3337 -0.4180 1.4288 -0.20 -0.12 0.06
H -2.2450 -1.4605 -0.0297 -0.33 0.44 -0.36
```
Forces are in eV/Å.

Values from the calculation:
Structure (SMILES): CC=C=[N+](C)C
Strongest force on any atom in eV Å⁻¹: 6.5
ΔE to the lowest compared entry with this formula, charge and spin in kcal/mol: 45.6
Total charge: +1
E in eV: -6828.2258

Results of the natural (NBO) charge analysis, in e, for atoms 1 through 2:
1 C -0.6647
2 C -0.1690